--- i ---
Formula: C2H9N2O
Source: the Open Molecules 2025 dataset
Level of theory: the ωB97M-V functional and the def2-TZVPD basis

Each line ends with the natural charge from an NBO analysis.
Element x y z (Å)
N1 -0.950 1.203 -0.805  -0.91
C1 -1.575 0.140 -0.006  -0.05
N2 -0.941 -0.180 1.256  -0.91
H1 -1.110 2.109 -0.383  0.32
H2 0.063 0.991 -0.765  0.42
H3 -2.628 0.397 0.151  0.14
H4 -1.533 -0.761 -0.626  0.16
H5 0.077 -0.187 1.048  0.42
H6 -1.152 0.522 1.953  0.32
C2 1.860 -1.166 -0.469  -0.21
O1 1.500 0.076 -0.028  -0.99
H7 1.134 -1.970 -0.185  0.09
H8 1.946 -1.237 -1.572  0.10
H9 2.845 -1.520 -0.066  0.09

Results
**Total charge**: -1
**Frontier orbital gap**: 7.49 eV



--- ii ---
Formula: C2H9N2O
Source: the Open Molecules 2025 dataset
Level of theory: the ωB97M-V functional and the def2-TZVPD basis

Each line ends with the natural charge from an NBO analysis.
Element x y z (Å)
C1 -1.787 -1.871 -0.129  -0.19
O1 -0.598 -1.323 0.184  -0.99
H1 -2.035 -1.753 -1.232  0.08
H2 -1.762 -3.026 -0.158  0.07
H3 -2.693 -1.674 0.470  0.09
N1 1.531 0.217 -0.556  -0.93
C2 1.230 1.534 0.080  -0.04
N2 -0.152 1.625 0.439  -0.88
H4 2.217 -0.214 0.049  0.33
H5 0.701 -0.412 -0.505  0.43
H6 1.891 1.601 0.971  0.13
H7 1.579 2.432 -0.471  0.14
H8 -0.685 1.666 -0.428  0.34
H9 -0.447 0.710 0.804  0.41

Results
**Total charge**: -1
**Frontier orbital gap**: 7.34 eV



Name the least stable of them. ii.